[1]
ORCA calculation (ωB97M-V/def2-TZVPD) on C8H21CrF5N8O21S3 as an isolated structure in a non-equilibrium geometry.

Last column: Mulliken charge in e.
Atoms and positions in Å:
H -24.28011 -0.47178 28.05395  0.33
C -22.67896 2.66219 26.47673  -0.54
H -22.98477 7.16419 30.59665  0.19
F -27.98813 6.37724 27.52703  -0.08
H -19.66185 6.61044 28.85244  0.41
O -29.92353 6.31742 26.19700  -0.50
O -29.09144 6.60455 23.33460  -0.51
F -27.05994 5.34727 30.29877  -0.20
H -26.80497 2.53076 31.87334  0.17
N -23.90453 2.76404 25.64997  0.62
C -22.60153 7.95459 29.96764  -0.59
H -21.55556 7.94694 29.68022  0.23
O -22.78829 10.24400 29.83089  -0.58
H -24.71552 1.25788 28.04436  -0.06
F -25.44438 6.70474 30.74538  -0.19
O -28.42163 2.84388 34.45112  -0.52
O -25.22436 3.44732 28.86065  -0.58
C -25.74679 5.42119 30.53480  0.32
O -25.38688 5.62928 27.79254  -0.28
H -21.92606 3.13416 25.84808  0.43
H -20.83814 5.86143 29.91341  0.02
C -27.21000 1.88228 31.10166  -0.43
H -26.65338 5.35650 33.83213  0.29
H -23.16824 2.24806 30.65478  0.22
H -23.11343 7.87805 29.00682  0.30
O -21.47497 0.21890 30.77211  -0.59
S -28.07830 7.38396 23.97328  0.97
N -27.42903 6.71491 25.23408  -0.41
C -27.64923 4.92822 33.81604  -0.69
N -26.33892 -0.10708 27.86489  0.98
O -23.29190 9.28668 31.70447  -0.55
N -21.36040 1.35641 31.18377  1.05
H -27.93601 4.63613 32.81186  0.20
H -21.87605 2.25171 29.37976  0.13
O -17.73678 5.43524 29.57149  -0.56
O -23.47963 5.13337 29.26415  -0.41
N -22.95696 9.28039 30.53602  0.99
Cr -25.84834 5.73741 25.80618  1.53
H -24.81045 0.41902 26.54197  0.38
O -27.02948 -0.36894 31.65078  -0.56
N -26.42821 0.62211 31.26855  0.94
O -19.02627 4.16911 30.71575  -0.52
C -22.11383 2.40173 30.42578  -0.43
H -22.50105 1.60323 26.64664  0.30
O -25.22100 0.56654 31.07790  -0.54
O -28.80964 8.47011 26.67731  -0.48
O -24.03184 2.02370 24.72816  -0.44
H -28.40977 5.58194 34.24117  0.36
H -21.84530 3.37195 30.82998  0.17
O -27.28083 3.96946 35.87513  -0.55
O -26.51375 -1.16504 28.41988  -0.53
O -20.64650 1.70470 32.08848  -0.56
O -27.19797 0.59301 27.36705  -0.60
O -24.59800 3.74785 25.91304  -0.15
H -22.78085 3.17060 27.43091  -0.07
C -24.92740 0.27796 27.61395  -0.45
S -28.73348 7.09126 26.32052  0.86
F -26.76558 7.08511 23.03542  -0.33
S -24.87295 4.85110 28.94902  0.77
F -25.36678 4.70551 31.56945  -0.17
C -20.02114 5.65715 29.23013  -0.41
N -27.74849 3.79519 34.78008  0.91
H -28.27818 1.71603 31.17355  0.32
H -27.01458 2.28315 30.10864  0.08
N -18.83730 5.07903 29.94184  0.88
H -20.25180 4.89902 28.48940  0.19
O -28.12326 8.80010 23.98171  -0.50

Values from the calculation:
HOMO energy (spin up / spin down) in eV: -11.07 / -11.07
2S+1: 5
E_LUMO (spin up / spin down) in eV: -3.88 / -3.05
Energy in Eh: -5073.12068
Frontier orbital gap (spin up / spin down) in eV: 7.20 / 8.02

---

[2]
ORCA calculation (ωB97M-V/def2-TZVPD) on C21H12CoF3N6O2S3 as an isolated structure.

Last column: Mulliken charge in e.
Atoms and positions in Å:
H 1.93095 -0.51401 -2.22617  0.64
C 1.43988 -0.15770 -1.33188  -1.11
S -5.57742 3.24521 -1.08503  -0.35
C -0.44149 -1.11687 -3.52376  -0.16
C 5.78909 1.43970 -0.05875  -0.35
C 5.76633 -0.66522 -0.90599  -0.39
H -2.79858 2.37767 4.89784  0.40
Co -2.52965 0.19854 0.02029  0.29
H 0.60065 -1.09360 -3.81809  0.40
N -1.94851 1.00061 1.98434  0.05
H 6.37631 2.29945 0.24468  0.36
H 0.95889 2.04716 3.27046  0.38
N -0.54570 0.25378 -0.10517  0.76
C 0.05967 -0.18545 -1.21098  0.47
C 1.54937 0.81049 0.85185  -0.88
H -3.78346 1.24217 2.85798  0.42
C -2.71950 1.41401 2.97367  -0.40
C 0.16505 0.75030 0.90852  0.64
N -2.14329 -0.73358 -1.93589  0.03
O -2.70309 -1.70480 0.74065  -0.50
N -0.86320 2.26365 4.19182  -0.70
N -1.30195 -1.55924 -4.43543  -0.68
H -3.29231 -1.94289 -4.81975  0.39
H 3.90327 2.35703 0.41115  0.47
C 2.19795 0.34145 -0.28165  0.61
C -3.01167 -1.16978 -2.82957  -0.40
C -0.72151 -2.68255 1.64643  0.85
C 4.40706 1.47316 0.04168  -0.52
C 4.38283 -0.73170 -0.85198  -0.46
F -0.39215 -3.78734 2.32436  -0.29
C -0.10297 1.85335 3.18127  -0.06
H 3.86152 -1.62918 -1.15905  0.49
F 0.28421 -2.46765 0.75171  -0.26
C -2.58250 -1.58390 -4.08470  -0.35
C -2.10107 -2.79236 0.91017  0.26
H -4.05195 -1.17539 -2.52600  0.44
C -2.16817 2.04417 4.08261  -0.37
S -4.75695 0.54126 0.00081  -0.45
F -0.66107 -1.65680 2.52582  -0.23
C -4.45380 2.10623 -0.68113  0.14
C -0.63716 1.21711 2.06972  -0.07
C -0.85349 -0.70029 -2.26526  0.05
N 6.47232 0.39563 -0.52173  -0.64
O -2.41438 -3.92990 0.59172  -0.68
H 2.12738 1.18379 1.68516  0.65
H 6.33628 -1.51186 -1.27247  0.37
C 3.67771 0.36264 -0.36582  0.10
S -2.72974 2.27352 -0.86844  -0.35

Values from the calculation:
HOMO energy (spin up / spin down) in eV: -4.46 / -4.44
Energy above the lowest of the compared OMol25 structures with the same formula, charge and spin in kcal/mol: 2.6
2S+1: 2
Total charge: -1
E_LUMO (spin up / spin down) in eV: 1.25 / 1.26
Energy in Eh: -4163.60598
Frontier orbital gap (spin up / spin down) in eV: 5.71 / 5.70

---

Q: Among the records above, which one has the highest energy?
A: C21H12CoF3N6O2S3

---

Q: Among the records above, which one has the highest energy?
A: C21H12CoF3N6O2S3